Density functional theory data (ωB97M-V with the def2-TZVPD basis set) for an isolated ion of composition C5H10N3 and charge +1 at a distorted geometry.

The value obtained for the HOMO energy is -13.282 eV. The calculation puts the energy at -360.4049 hartree. For the LUMO energy, the calculation gives -3.70 eV. The value obtained for the maximum force is 4.4 eV Å⁻¹. As for the structure (SMILES): C/C=C/C=N\C=N\[NH3+]. As for the net charge: +1. As for the energy above the lowest of the compared OMol25 structures with the same formula, charge and spin: 4.6320 eV.

Each line ends with the Löwdin charge.
Cartesian coordinates (Å):
C (-2.765, -1.165, 0.237)  -0.06
C (-1.692, -0.182, 0.054)  -0.16
C (-1.710, 1.119, 0.173)  -0.06
C (-0.502, 1.971, -0.021)  -0.05
N (0.692, 1.642, -0.284)  0.11
C (1.519, 0.707, -0.511)  -0.28
N (1.988, -0.083, 0.381)  -0.02
N (3.086, -0.912, 0.092)  0.07
H (-3.678, -0.585, 0.449)  0.11
H (-2.269, -1.995, 0.754)  0.10
H (-2.875, -1.662, -0.691)  0.08
H (-0.693, -0.653, 0.059)  0.11
H (-2.578, 1.783, 0.336)  0.12
H (-0.622, 3.003, 0.295)  0.13
H (1.981, 0.701, -1.569)  0.17
H (3.707, -0.777, -0.869)  0.24
H (2.721, -1.920, 0.143)  0.19
H (3.690, -0.991, 0.972)  0.19